Entry 1:
A 13-piece molecular cluster, C14H53O13 overall. Source: the Open Molecules 2025 dataset; level of theory: wB97M-V/def2-TZVPD.

Geometry as XYZ:
```
80
Properties=species:S:1:pos:R:3
H 2.6937 3.8864 -3.0817
H 4.6593 1.4762 1.9138
H 2.2412 3.9600 2.3890
C 1.0593 -0.2166 -1.2267
H 1.2505 1.3823 1.4954
C -0.5918 -3.1778 -3.0148
H 3.8299 2.6119 -2.8421
H -4.9569 -3.1732 -0.7390
H -0.5677 3.1781 -2.6066
H -1.9320 -0.1456 4.0647
C -0.7672 -4.1081 1.2954
H 0.5519 3.5345 1.9453
H -1.2116 4.1813 -4.0049
H -1.9701 1.6907 -3.3112
C -4.5084 -3.8529 -1.4347
H 1.7495 3.7612 0.6140
H -2.0271 -0.4298 1.3771
O -3.9834 3.4862 2.1662
H 1.7772 -0.0716 4.7810
H -0.3249 -2.5076 0.1128
H -4.0183 4.0735 0.1514
H -0.9247 -3.7345 -3.9114
H 3.8264 3.6546 -0.8726
O -1.5850 -2.2365 -2.6610
H -3.5478 -2.9198 -2.7530
H 4.8823 3.2308 1.6523
O 0.0224 -3.3978 0.3319
O -2.2575 0.7699 -1.6101
C -0.7847 3.2461 -3.6844
H 0.8604 -0.5983 0.8460
H -0.1575 0.6990 0.2671
H -0.1650 -3.8415 -2.2310
O 1.6387 -1.9741 4.2255
C 3.5463 -3.2315 1.4003
H 4.2129 4.3264 -3.5667
H -5.0659 -4.7571 -1.4973
C 1.6300 3.3713 1.7013
H -1.3367 -1.7247 -1.8478
H -0.4150 -3.8094 2.3052
H -3.0238 -1.5203 3.6543
O 3.9840 2.1936 0.0926
H 2.6063 -0.4878 3.1739
C 1.7540 -0.5962 3.8076
H -3.5184 -0.7048 -1.0816
H 0.8976 -0.2524 3.2453
H -0.5674 -5.2136 1.1566
H 0.1703 3.2067 -4.2506
H 0.5244 0.3784 -2.0444
H -2.7182 2.8273 0.5766
H 3.9919 -4.1741 1.0825
H 1.9495 0.3955 -0.9476
O -2.6915 -0.2276 2.0678
H 3.1107 2.1913 0.4786
H 0.3437 -2.6000 -3.3931
C 0.1726 -0.3361 -0.0247
C 3.7023 3.7938 -2.7725
O -4.4196 -3.3311 -2.7371
O 2.0085 1.9532 1.8141
H 3.5734 -2.4436 0.6410
C -2.2021 -0.8964 3.2740
C -3.3130 3.6937 0.9349
O 2.1942 -3.2567 1.8547
H -1.8388 -3.9652 1.1073
C -3.5523 0.2745 -1.6180
H 1.3967 -1.1330 -1.7498
H -1.2897 -1.4775 3.1371
H -4.0651 2.5346 2.1829
H 1.7561 -2.3945 3.3597
C 4.8763 2.2722 1.1383
H -3.9246 0.0670 -2.6150
H 1.6135 -3.2838 1.0986
H 5.8026 1.9513 0.7947
O -0.9098 -1.1861 -0.1479
O -1.6471 2.1962 -4.1169
H -3.5119 -4.0447 -1.0139
H -1.7565 0.1307 -1.0745
O 3.8833 4.3378 -1.5177
H 4.1590 -2.9361 2.2203
H -2.5656 4.4820 1.1705
H -4.2882 0.9695 -1.0978
```

Output
E: -1543.1635 hartree
Frontier orbital gap: 9.08 eV
Charge: -1

---

Entry 2:
C14H54Al2O18P as an isolated structure. Source: the Open Molecules 2025 dataset; level of theory: wB97M-V/def2-TZVPD.

Geometry as XYZ:
```
89
Properties=species:S:1:pos:R:3
H 0.4182 -10.8761 8.4127
H -1.0850 -10.1085 7.4481
H 0.0321 -11.7829 0.3690
O -0.0477 -13.8336 4.5834
H 3.9901 -12.4459 0.9702
P -2.7854 -16.5965 6.8471
O 0.5330 -13.7345 0.2434
H -6.1075 -11.3555 2.1519
H 5.9287 -10.6804 7.5186
O 5.7261 -12.7552 7.2771
C 4.5356 -15.9166 4.2306
H 3.3714 -8.0647 4.5862
H -0.1622 -16.2504 7.4530
C -3.0212 -15.1642 2.0988
H 0.5353 -18.1045 0.6736
H -1.3836 -12.6979 0.5662
H -3.9983 -14.8618 1.7221
H 1.3162 -13.4207 -0.2146
H 4.4240 -14.8678 3.9555
C 6.5113 -11.5669 7.2681
H -5.0372 -12.7227 3.7754
O 2.9383 -10.0570 4.1919
H 0.6669 -12.2497 7.4076
H -0.2500 -9.8967 3.8201
H 7.5322 -15.2899 1.5606
H 2.4179 -11.6592 1.1052
H 0.9168 -12.0870 4.1350
H 2.1591 -7.1972 3.0311
C 0.3846 -11.1975 7.3717
H 1.4828 -14.5743 7.2346
H -4.5742 -11.6884 1.4664
H 6.7059 -11.4283 6.2046
H 5.4769 -13.5669 2.0056
H 1.0885 -15.4428 1.3339
C 1.0108 -17.1236 0.6715
H 6.3086 -14.1987 0.5346
C 0.8722 -13.1249 3.8052
H -2.7704 -16.0224 1.4753
H 4.9390 -10.2133 4.6455
H 1.4768 -6.6571 4.5514
H 3.8531 -11.0766 5.8141
Al -2.8924 -13.2801 5.7620
O -4.5341 -11.9263 3.5906
H -1.3825 -8.9076 2.9363
O -2.8678 -15.4476 3.4497
H 2.4762 -5.5094 3.7433
O -1.0031 -10.9778 7.0491
C 2.3534 -6.5798 3.9081
O -2.9930 -17.0692 8.3148
H -1.1724 -10.7390 2.5605
C 4.0050 -10.7581 4.7828
H 0.5564 -13.0834 2.7627
C -5.0417 -11.3123 2.3763
H -0.6231 -12.5970 -1.0460
H 5.1573 -15.8225 5.1209
Al -0.2943 -17.0688 4.4480
H 3.2553 -17.3627 4.2594
O -1.5602 -15.7535 6.5217
H 2.6678 -15.8555 7.1959
H 4.0290 -11.7149 4.2612
H 3.9067 -10.8667 0.2755
O 3.0772 -12.3108 -0.8224
H 1.9272 -15.4408 8.7099
O 0.7385 -16.5819 7.4356
O 0.7123 -16.2341 1.7262
O 3.2084 -16.4117 4.3817
O 3.5595 -7.1432 4.3938
C 5.9330 -14.4352 1.5301
H -2.3699 -14.3054 1.9362
H -2.7848 -9.4404 4.2426
H -4.8802 -10.2963 2.7366
H 5.2938 -15.3130 1.4351
H 2.0685 -17.3736 0.7534
C -1.1986 -9.9241 3.2840
O -2.8786 -17.6698 5.7996
H 7.3245 -11.5213 7.9925
H 0.8449 -16.7496 -0.3388
C 3.3061 -11.7529 0.4803
H 2.9379 -11.5844 -1.4344
C 1.7214 -15.5553 7.6456
H 5.9959 -13.4275 6.6471
H 5.0939 -16.4605 3.4687
C -0.4386 -12.7031 0.0230
H 2.1377 -10.5761 4.2971
O -2.1794 -10.1850 4.2671
H 1.9170 -13.4288 3.8685
H 1.1617 -10.7692 6.7387
O 7.1290 -14.7691 2.2590
O -4.0090 -15.6977 6.5535
```

Output
E: -2745.4782 hartree
Frontier orbital gap: 3.76 eV
Charge: +1

---

Entry 3:
A 26-piece molecular cluster, C14H64BBrClNO31 overall. Source: the Open Molecules 2025 dataset; level of theory: wB97M-V/def2-TZVPD.

Geometry as XYZ:
```
113
Properties=species:S:1:pos:R:3
H -1.7541 2.1275 1.1503
H -0.8264 8.7922 7.3050
O 2.1890 5.0348 -7.1243
C 0.2634 1.2048 1.8188
H 0.7328 1.5351 0.8129
H 0.4268 7.3138 0.5470
Br -4.9308 -1.9628 0.7836
H 3.4859 -4.3647 4.5865
C -2.0934 -1.9680 2.0404
O -4.1876 -1.8440 3.4706
O 0.9161 7.9513 6.1091
H 2.5794 4.1343 -1.3701
H 1.0651 7.0859 5.7014
H 5.0322 -7.0737 -0.3530
O 2.2044 3.9615 -3.9201
H 0.4944 -3.8318 2.9248
H 3.6616 1.2695 -1.5922
C -1.3387 1.1153 1.5030
H -2.5376 4.5448 2.1555
H 2.4888 0.3999 1.0687
H 0.7933 -9.1008 -3.1118
H 5.4158 -0.6907 3.6027
O 0.6784 -0.1325 2.1901
O 3.1835 -0.1251 5.0557
C -1.7926 -1.4466 0.5656
H -1.8842 0.7294 2.4421
C 1.9114 -1.7199 0.5622
H -3.0805 -1.1898 -5.5755
H -1.0113 7.3276 0.0507
O -1.0551 -4.7793 0.0865
H 1.3149 3.6128 -0.7022
H 1.1740 -7.2682 -5.1700
H 6.1047 -5.9917 -0.3770
C -1.4498 0.0393 0.2893
O 1.7961 -7.7514 -4.6112
H -0.2469 -4.2105 -0.0023
H 2.1106 4.5198 -7.9370
H 5.3559 -2.1089 3.0527
C -1.1432 0.6233 -1.1676
O 2.8262 0.7941 -1.5071
C -1.5220 -1.8331 -2.0923
H -4.2035 5.2537 4.0413
H 3.4793 -4.7290 0.2110
O 2.2289 3.8607 -0.5117
O -1.8678 -3.6569 -3.8033
H 3.4957 -1.0113 4.8305
H 2.6508 -0.8021 2.4440
H 1.2927 3.7115 -4.1241
H 2.8267 0.2144 4.2249
H -3.3038 -5.5281 -0.4751
O 3.6241 -3.7976 0.4256
H -1.5657 -1.3243 2.8279
H -5.6909 -4.8667 -0.8078
O -0.3116 6.3005 -7.6673
C -1.8196 -2.4044 -0.6881
H 4.5468 -3.6463 0.1872
H 3.2617 -8.9635 -1.9974
C 1.9562 -0.4757 1.5775
H 1.0992 -10.4576 -3.7266
O 5.1819 -6.1417 -0.1381
H 0.9566 -1.7967 -0.0584
H 2.7872 -1.6808 -0.1902
H -6.8123 -5.8964 -0.7674
H 2.2228 1.2783 -2.0850
H -2.2242 9.0671 7.8456
C -1.1731 -0.3396 -2.3685
H -4.2236 -2.1925 -5.6374
H 0.1238 3.9484 -6.2592
H -1.4371 5.3089 1.4271
C -0.8741 -0.0962 -3.9083
B -2.1250 -4.0015 -0.5292
H -3.3064 6.3739 4.5476
H 1.3821 8.5654 5.5299
H -0.2590 5.6440 -6.9616
O 5.1060 -1.2000 2.8426
N -0.9504 -1.4547 -4.4542
H -4.6683 2.7512 2.2488
H 0.6102 -2.3978 3.4263
O 0.7203 5.4585 4.0472
C -1.4806 -2.5001 -3.5348
O -5.6102 1.0001 3.6851
H -0.7176 3.1639 -5.2589
H 4.0262 -4.2736 3.1653
H -0.1939 5.2082 3.8488
O -0.6040 1.0026 -4.4328
O -0.4970 4.0669 -5.5266
H 2.7220 -9.0520 -0.5781
O 0.2883 -2.9204 2.6788
H -5.2870 1.5178 4.4326
O -3.4492 5.7985 3.7852
H 1.0735 5.7421 3.1955
H 0.0117 -1.6624 -4.7965
O -0.4086 6.8372 0.6238
C -3.6876 -1.9072 2.3255
H -1.2548 6.4868 -7.7459
H -4.1109 2.7927 0.8319
O -4.0560 3.2426 1.6839
H 0.5146 2.0117 2.5845
O -3.8284 -1.4591 -6.1248
O -3.3105 -4.6709 -0.9751
H 2.5652 4.2410 -4.7720
O -1.6086 4.4765 1.8901
Cl -0.7514 2.3842 -1.4805
H -5.4058 0.0856 3.9268
H 2.6144 -7.2444 -4.6802
O 1.1736 -9.9631 -2.9018
H 1.8480 5.9069 -7.3666
O -6.6251 -4.9687 -0.5796
H 2.0520 -2.7007 1.1362
O -1.6730 9.1956 7.0644
H -1.8011 -3.0662 2.2141
O 3.3110 -8.5293 -1.1353
O 4.0741 -3.8409 4.0294
```

Output
E: -6018.0142 hartree
Frontier orbital gap: 7.87 eV
Charge: 0

---

Question: Which formula does entry 1 have?
Answer: C14H53O13